1.
Density functional theory data (the ωB97M-V functional and the def2-TZVPD basis) for a structure of composition C23H64NbO11 in a non-equilibrium geometry.

Each line ends with the Löwdin charge.
Geometry (Å):
C 1.236 -0.998 1.127  -0.075
C 1.183 0.092 0.582  -0.296
Nb 1.011 2.259 0.017  1.508
C 3.260 2.334 0.172  -0.317
C 3.957 2.344 -1.180  -0.332
C 4.736 1.142 -1.480  -0.288
C 3.916 -0.116 -1.496  -0.096
C 0.957 2.800 2.274  -0.301
O 0.198 1.912 3.104  -0.255
C -1.073 2.327 3.381  -0.286
C -1.753 1.163 3.972  -0.212
O -2.902 0.782 3.280  -0.139
C -2.583 0.114 2.073  -0.260
C -2.416 -1.359 2.245  -0.053
O 0.752 4.150 -0.429  -0.418
C 0.126 4.664 -1.596  -0.332
C -1.305 4.363 -1.897  -0.222
C -2.032 5.603 -2.306  -0.266
C -3.366 5.351 -2.935  -0.089
H 1.286 -1.815 1.717  -0.026
H -0.777 1.896 0.257  -0.063
H 0.946 1.713 -1.754  -0.098
H 3.573 3.143 0.770  0.021
H 3.578 1.471 0.692  0.019
H 3.302 2.558 -1.981  0.063
H 4.658 3.137 -1.147  0.086
H 5.533 1.034 -0.793  0.079
H 5.162 1.231 -2.449  0.094
H 4.328 -0.821 -2.154  0.050
H 3.870 -0.533 -0.543  0.033
H 2.937 0.113 -1.815  0.039
H 1.931 2.848 2.683  0.026
H 0.488 3.758 2.324  0.026
H -1.039 3.155 4.062  0.114
H -1.580 2.633 2.496  0.102
H -1.041 0.370 3.971  0.120
H -2.022 1.356 4.977  0.111
H -1.685 0.512 1.678  0.051
H -3.369 0.314 1.411  0.102
H -1.585 -1.652 1.665  0.037
H -2.202 -1.619 3.236  0.067
H -3.251 -1.895 1.876  0.062
H 0.705 4.405 -2.437  0.091
H 0.207 5.723 -1.504  0.095
H -1.804 3.925 -1.086  0.089
H -1.328 3.655 -2.682  0.099
H -1.428 6.170 -2.968  0.098
H -2.169 6.158 -1.421  0.094
H -4.185 5.584 -2.309  0.039
H -3.454 4.324 -3.171  0.064
H -3.466 5.925 -3.811  0.055
C -7.183 3.224 1.965  -0.174
O -7.552 1.896 2.301  -0.126
H -8.006 3.881 2.242  0.075
H -6.283 3.528 2.509  0.078
H -6.992 3.314 0.893  0.071
H -6.814 1.333 2.039  0.076
C -4.952 6.639 0.905  -0.148
O -5.473 5.784 -0.110  -0.131
H -3.875 6.504 0.921  0.077
H -5.177 7.689 0.696  0.074
H -5.356 6.378 1.888  0.072
H -6.424 5.897 -0.124  0.067
C -0.971 -4.417 0.468  -0.151
O 0.366 -3.971 0.240  -0.139
H -1.087 -5.384 -0.009  0.056
H -1.167 -4.518 1.540  0.077
H -1.685 -3.714 0.029  0.074
H 0.468 -3.109 0.650  0.000
C -3.334 -8.150 -0.362  -0.149
O -2.218 -7.740 0.430  -0.125
H -3.136 -7.858 -1.386  0.056
H -3.460 -9.235 -0.327  0.075
H -4.253 -7.664 -0.021  0.076
H -2.389 -8.000 1.335  0.068
C 3.607 -4.084 0.536  -0.162
O 4.199 -2.879 1.015  -0.136
H 4.415 -4.770 0.293  0.063
H 2.969 -4.545 1.296  0.071
H 3.018 -3.892 -0.364  0.077
H 3.484 -2.274 1.225  0.027
C -2.665 -8.294 -4.558  -0.152
O -2.580 -9.263 -3.513  -0.131
H -3.094 -7.393 -4.131  0.075
H -1.678 -8.056 -4.960  0.078
H -3.310 -8.641 -5.371  0.073
H -2.200 -10.061 -3.882  0.068
C 7.411 1.832 2.168  -0.155
O 7.295 1.973 0.756  -0.123
H 6.689 1.083 2.476  0.079
H 8.414 1.498 2.456  0.070
H 7.185 2.771 2.682  0.074
H 7.924 2.634 0.468  0.068
C 6.080 -4.320 -2.458  -0.154
O 5.188 -5.126 -3.232  -0.127
H 5.528 -3.460 -2.096  0.071
H 6.458 -4.883 -1.600  0.073
H 6.919 -3.973 -3.068  0.072
H 5.677 -5.886 -3.546  0.060

Properties
E_HOMO: -4.1216 eV
energy: -1798.91325 a.u.
LUMO energy: 2.1 eV
multiplicity: 1
Kohn-Sham gap: 0.229 Ha
total charge: -1

---

2.
Density functional theory data (the ωB97M-V functional and the def2-TZVPD basis) for a cluster of 9 separate species, C23H64O9 in total in a non-equilibrium geometry.

Each line ends with the Löwdin charge.
Geometry (Å):
C -30.492 -17.861 -1.447  -0.030
C -31.546 -17.002 -2.138  -0.639
C -32.831 -16.940 -1.335  -0.030
O -31.179 -15.820 -2.404  0.027
H -30.279 -17.614 -0.415  0.075
H -29.526 -17.876 -2.003  0.087
H -30.879 -18.872 -1.364  0.072
H -31.775 -17.345 -3.122  0.116
H -33.440 -17.843 -1.345  0.076
H -33.417 -16.056 -1.501  0.074
H -32.487 -16.914 -0.280  0.082
H -30.630 -15.924 -3.130  0.026
C -26.740 -22.000 -10.743  -0.038
C -27.083 -21.035 -9.669  -0.698
C -26.766 -21.619 -8.296  -0.021
O -26.433 -19.994 -9.693  0.051
H -27.329 -22.904 -10.915  0.093
H -25.761 -22.432 -10.713  0.079
H -26.785 -21.427 -11.642  0.075
H -28.150 -20.823 -9.844  0.129
H -27.448 -22.470 -8.159  0.091
H -27.032 -20.985 -7.433  0.058
H -25.718 -21.928 -8.243  0.082
H -26.848 -19.503 -10.397  0.120
C -30.153 -18.884 -9.686  -0.026
C -29.982 -18.629 -8.203  -0.566
C -31.282 -18.929 -7.380  -0.002
O -28.976 -19.210 -7.665  -0.002
H -30.642 -17.997 -10.157  0.104
H -30.679 -19.832 -10.012  0.113
H -29.126 -18.894 -9.975  0.044
H -29.704 -17.570 -8.126  0.141
H -32.000 -18.252 -7.809  0.073
H -31.191 -18.613 -6.294  0.085
H -31.737 -19.907 -7.370  0.078
H -28.293 -19.112 -8.260  0.056
C -26.286 -20.820 -2.547  -0.043
C -24.995 -20.957 -1.748  -0.575
C -25.327 -21.796 -0.529  -0.057
O -24.084 -21.649 -2.326  -0.020
H -26.763 -21.811 -2.691  0.060
H -26.125 -20.343 -3.526  0.066
H -27.046 -20.295 -1.961  0.079
H -24.479 -19.972 -1.491  0.163
H -26.104 -21.340 0.034  0.041
H -24.439 -21.825 0.148  0.098
H -25.746 -22.797 -0.709  0.086
H -24.463 -22.263 -2.962  0.044
C -30.738 -20.623 -3.927  -0.006
C -29.325 -20.161 -4.309  -0.626
C -28.539 -21.230 -5.025  -0.029
O -29.253 -19.089 -4.951  -0.045
H -31.259 -21.111 -4.724  0.070
H -31.151 -19.647 -3.698  0.063
H -30.695 -21.173 -2.965  0.081
H -28.906 -19.951 -3.316  0.126
H -27.624 -20.825 -5.445  0.039
H -29.117 -21.478 -5.957  0.107
H -28.315 -22.061 -4.347  0.080
H -29.199 -19.199 -5.938  0.087
C -23.986 -22.857 -5.693  -0.023
C -25.252 -23.177 -5.003  -0.693
C -25.962 -24.277 -5.772  -0.031
O -25.189 -23.533 -3.832  0.037
H -24.199 -22.548 -6.686  0.062
H -23.177 -23.562 -5.567  0.095
H -23.608 -21.948 -5.248  0.080
H -25.771 -22.303 -5.185  0.106
H -25.450 -25.277 -5.792  0.104
H -26.223 -24.092 -6.833  0.065
H -27.006 -24.253 -5.372  0.092
H -24.720 -24.364 -3.700  0.159
C -26.302 -18.160 -5.259  -0.046
C -25.086 -17.252 -5.388  -0.620
C -23.854 -17.764 -4.605  -0.013
O -24.824 -16.973 -6.579  0.028
H -26.783 -17.986 -4.315  0.079
H -26.127 -19.213 -5.380  0.058
H -27.096 -17.889 -5.928  0.046
H -25.458 -16.298 -5.017  0.143
H -23.437 -18.707 -4.952  0.077
H -24.222 -17.847 -3.586  0.077
H -23.039 -17.102 -4.630  0.056
H -24.598 -17.803 -7.021  0.126
C -28.991 -15.915 -5.357  -0.156
O -30.025 -16.573 -4.742  -0.131
H -29.227 -14.898 -5.658  0.091
H -28.658 -16.487 -6.275  0.082
H -28.126 -15.891 -4.733  0.066
H -29.868 -17.526 -4.580  0.056
C -28.862 -22.868 -1.254  -0.160
O -28.770 -21.602 -0.634  -0.125
H -29.475 -22.969 -2.119  0.055
H -29.202 -23.626 -0.509  0.094
H -27.875 -23.153 -1.639  0.055
H -28.178 -21.605 0.124  0.068

Properties
E_HOMO: -9.0082 eV
energy: -1591.52784 a.u.
LUMO energy: 0.3 eV
multiplicity: 1
relative energy (zero: lowest compared OMol25 entry of this formula, charge and spin): 190.17 kcal per mole
Kohn-Sham gap: 0.342 Ha
SMILES: CC(C)O.CC(C)O.CC(C)O.CC(C)O.CC(C)O.CC(C)O.CC(C)O.CO.CO